# 1
143
Properties=species:S:1:pos:R:3 method="wB97M-V/def2-TZVPD" homo_energy_ev=-13.60 lumo_energy_ha=-0.3813 charge=+3
C -4.527 4.971 3.343
C -3.758 3.691 2.916
C -3.178 3.622 1.476
P -4.509 4.357 0.377
O -4.602 5.807 0.435
O -4.377 3.885 -1.157
O -5.896 3.707 0.915
O -3.179 2.184 1.207
S -2.272 1.449 0.164
O -2.709 1.482 -1.247
O -2.186 0.063 0.448
C -0.577 2.180 0.201
C -0.552 3.227 1.395
C 0.855 3.901 1.286
C 2.058 2.903 1.233
C 2.549 2.593 -0.215
C 3.096 1.129 -0.266
C 2.569 0.341 -1.500
C 1.692 -0.838 -1.046
O 0.722 -1.164 -2.041
C 0.294 -2.466 -1.937
C -1.123 -2.766 -1.425
O 0.977 -3.386 -2.252
P -0.618 2.334 3.092
O 0.632 2.933 4.131
Br -0.061 0.189 2.905
C -1.779 4.344 1.245
N -1.858 4.600 -0.179
C -1.501 5.717 -0.722
C -0.247 5.729 -1.713
C -2.149 7.071 -0.674
P -1.496 5.825 2.342
C -0.132 6.970 1.874
C -1.404 5.573 4.161
H -4.182 5.904 2.900
H -5.592 4.876 3.132
H -4.444 5.049 4.433
H -3.039 3.442 3.696
H -4.504 2.890 2.964
H -5.098 3.295 -1.420
H -5.894 2.771 0.651
H -0.269 2.663 -0.760
H 0.121 1.351 0.343
H 0.963 4.535 0.400
H 1.045 4.568 2.136
H 2.943 3.446 1.678
H 1.930 1.993 1.834
H 1.733 2.629 -0.934
H 3.393 3.234 -0.482
H 4.192 1.117 -0.268
H 2.800 0.545 0.619
H 3.451 -0.115 -1.961
H 2.061 0.973 -2.232
H 1.154 -0.525 -0.133
H 2.286 -1.734 -0.838
H -1.575 -3.527 -2.059
H -1.778 -1.894 -1.504
H -1.090 -3.193 -0.419
H 1.404 2.345 4.069
H -0.611 6.073 -2.690
H 0.292 4.751 -1.748
H 0.394 6.526 -1.328
H -2.597 7.282 0.301
H -2.967 7.110 -1.404
H -1.428 7.868 -0.879
H 0.422 6.730 0.962
H 0.588 7.051 2.699
H -0.536 7.977 1.742
H -2.228 6.117 4.630
H -1.426 4.557 4.569
H -0.491 6.061 4.541
O 6.286 2.939 -0.669
C 6.959 1.953 -0.450
O 7.700 1.891 0.656
C 8.381 0.694 1.097
C 9.724 0.554 0.424
C 7.045 0.827 -1.449
H 7.754 -0.185 0.957
H 8.520 0.809 2.173
H 9.618 0.456 -0.655
H 10.260 -0.309 0.789
H 10.330 1.444 0.604
H 7.793 1.075 -2.201
H 6.075 0.721 -1.933
H 7.282 -0.141 -1.008
F -3.993 -5.387 0.568
C -4.709 -4.651 -0.284
C -4.677 -3.261 -0.160
C -5.400 -2.469 -1.047
C -6.150 -3.071 -2.042
C -6.171 -4.475 -2.140
C -5.440 -5.270 -1.263
H -4.074 -2.814 0.621
H -5.363 -1.391 -0.968
H -6.712 -2.470 -2.744
H -6.768 -4.962 -2.938
H -5.438 -6.350 -1.347
C -4.343 -2.018 4.752
C -5.527 -1.392 4.049
O -5.184 0.006 3.949
S -3.606 0.155 3.781
O -3.299 0.321 2.395
O -3.130 1.073 4.759
O -3.195 -1.327 4.213
H -4.375 -1.839 5.827
H -4.266 -3.086 4.566
H -6.455 -1.520 4.598
H -5.646 -1.784 3.037
K -0.890 3.075 -2.425
F -6.419 -5.223 -4.332
C 9.175 -2.371 1.250
O 8.886 -2.099 0.093
N 9.233 -3.606 1.755
C 9.587 -3.860 3.141
C 8.933 -4.736 0.884
H 9.421 -1.592 1.992
H 10.481 -4.483 3.181
H 8.765 -4.378 3.638
H 9.784 -2.925 3.662
H 9.625 -4.742 0.043
H 7.919 -4.638 0.495
H 9.023 -5.666 1.437
O -4.197 -5.627 -5.688
C -3.041 -5.528 -5.389
O -2.614 -4.730 -4.405
C -1.174 -4.744 -4.342
C -0.758 -6.041 -5.014
C -1.863 -6.227 -6.062
H -0.796 -3.860 -4.863
H -0.863 -4.694 -3.306
H 0.248 -6.009 -5.427
H -0.801 -6.861 -4.297
H -1.639 -5.717 -7.000
H -2.083 -7.277 -6.246
K 0.889 3.796 6.261
F -3.273 -9.182 -4.340
P -4.462 -9.138 -5.498
F -4.954 -7.977 -6.564
F -6.011 -9.649 -5.566
F -5.010 -8.088 -4.326
F -4.248 -10.753 -5.574
F -3.200 -9.060 -6.575
Al 4.345 2.960 2.880

***

# 2
51
Properties=species:S:1:pos:R:3 method="wB97M-V/def2-TZVPD" homo_energy_ev=-7.77 lumo_energy_ha=0.0174 charge=0
C -1.416 -1.558 -4.751
H -1.246 -0.671 -5.323
H -2.312 -1.729 -4.227
H -1.385 -2.375 -5.509
C 0.089 -1.842 -3.831
N 0.005 -0.710 -2.776
C 0.831 0.405 -2.814
S 2.131 0.285 -3.932
N 0.841 1.029 -1.756
N -0.172 1.028 -0.967
C -0.438 1.671 0.188
C -1.497 1.555 1.099
H -1.827 2.672 0.843
C -2.580 0.487 0.602
H -3.400 0.821 0.834
C -2.359 -0.629 1.455
H -2.226 -0.357 2.396
C -1.025 -1.415 1.078
H -0.396 -1.031 0.386
C -0.328 -1.941 2.311
C 0.441 -0.904 3.207
H -0.617 -0.135 3.572
H 0.679 -1.334 4.080
C 1.270 0.054 2.460
H 1.208 -0.227 1.456
H 2.381 -0.606 2.374
C 1.706 1.488 2.948
C 2.404 2.130 2.185
H 2.419 3.392 2.678
C 2.097 2.465 0.640
H 2.262 1.326 0.233
H 2.939 3.058 0.296
C 0.642 2.864 0.394
H 0.806 3.656 -0.444
H 0.363 3.515 1.289
H 3.351 1.773 2.234
H 0.719 1.700 3.088
H 1.774 1.451 3.976
H -0.902 -2.623 2.942
H 0.459 -2.622 2.072
H -1.323 -2.260 0.348
H -3.374 -1.259 1.359
H -2.413 0.394 -0.380
H -1.121 1.685 2.007
H 1.475 1.792 -1.718
H -0.665 -0.773 -2.229
C -0.214 -3.131 -3.201
H 0.673 -3.283 -2.611
H -1.140 -3.391 -2.470
H -0.368 -3.990 -3.690
H 0.775 -1.900 -4.400

***

# 3
46
Properties=species:S:1:pos:R:3 method="wB97M-V/def2-TZVPD" homo_energy_ev=-8.37 smiles="CC[C@H](C)OC(=O)C1=C(C)NC(=O)C[C@@H]1c1ccccc1OC" lumo_energy_ha=0.0251 charge=0
C -4.723 -0.761 -0.719
C -3.356 -0.174 -1.044
C -2.776 0.643 0.110
C -3.458 1.994 0.296
O -1.384 0.844 -0.182
C -0.549 0.946 0.861
O -0.906 0.900 2.014
C 0.859 1.137 0.455
C 1.283 1.988 -0.492
C 0.437 2.838 -1.384
N 2.650 2.175 -0.673
C 3.623 1.866 0.234
O 4.782 2.151 0.024
C 3.111 1.211 1.495
C 1.887 0.339 1.238
C 2.180 -0.929 0.460
C 3.360 -1.145 -0.231
C 3.568 -2.312 -0.951
C 2.585 -3.280 -0.988
C 1.396 -3.089 -0.304
C 1.186 -1.923 0.419
O 0.051 -1.655 1.124
C -0.961 -2.627 1.189
H -5.067 -1.381 -1.543
H -5.457 0.024 -0.557
H -4.673 -1.376 0.177
H -3.420 0.460 -1.930
H -2.655 -0.981 -1.267
H -2.840 0.076 1.048
H -3.393 2.579 -0.619
H -4.503 1.853 0.555
H -2.974 2.540 1.102
H 0.722 3.886 -1.282
H 0.588 2.543 -2.422
H -0.613 2.726 -1.146
H 2.951 2.701 -1.484
H 3.918 0.643 1.959
H 2.835 2.019 2.180
H 1.430 0.055 2.191
H 4.144 -0.406 -0.212
H 4.498 -2.457 -1.478
H 2.736 -4.192 -1.546
H 0.639 -3.857 -0.341
H -1.725 -2.205 1.841
H -1.394 -2.828 0.203
H -0.594 -3.563 1.622

***

# 4
116
Properties=species:S:1:pos:R:3 method="wB97M-V/def2-TZVPD" homo_energy_ev=-4.97 lumo_energy_ha=0.0401 charge=-1
C -6.425 3.541 -3.966
C -5.393 2.392 -4.033
S -5.377 1.575 -5.665
C -3.681 0.816 -5.671
N -3.620 -0.558 -6.109
C -3.847 -1.625 -5.130
C -2.812 -1.499 -3.944
C -3.250 -0.717 -2.678
C -3.846 -1.529 -1.516
C -3.003 -2.769 -1.123
N -3.054 -2.886 0.353
C -4.275 -3.579 0.797
C -1.911 -3.674 0.792
C -1.061 -3.064 1.886
O -1.678 -4.741 0.272
C -3.383 -3.018 -5.789
O -2.149 -3.215 -5.885
O -4.239 -3.843 -6.116
P -5.611 -1.915 -4.574
O -6.601 -2.167 -5.618
O -5.567 -3.245 -3.627
O -6.176 -0.726 -3.608
P -3.866 -0.831 -7.760
N -2.572 -1.345 -8.443
O -5.064 -1.791 -8.137
O -4.265 0.603 -8.438
H -7.138 3.470 -4.788
H -6.977 3.426 -3.026
H -5.937 4.514 -3.900
H -4.395 2.807 -3.848
H -5.555 1.672 -3.227
H -3.197 1.025 -4.718
H -3.138 1.413 -6.411
H -2.398 -2.471 -3.676
H -1.989 -0.935 -4.393
H -3.907 0.124 -2.913
H -2.341 -0.246 -2.271
H -4.905 -1.766 -1.632
H -3.805 -0.876 -0.635
H -3.356 -3.683 -1.615
H -1.966 -2.512 -1.359
H -4.440 -4.465 0.166
H -4.148 -3.861 1.846
H -5.134 -2.910 0.713
H -0.011 -3.323 1.736
H -1.427 -3.351 2.874
H -1.139 -1.980 1.807
H -4.648 -3.488 -3.455
H -6.943 -1.077 -3.139
H -1.827 -1.506 -7.778
H -4.726 -2.576 -8.584
H -4.857 0.365 -9.163
C 1.096 -0.402 3.650
O -0.081 -0.654 3.450
N 1.932 0.005 2.659
N 1.675 -0.509 4.891
H 2.902 0.215 2.798
H 1.531 0.095 1.731
H 1.087 -0.810 5.646
H 2.640 -0.310 5.077
C 0.608 3.305 6.598
O 0.066 4.218 7.202
N -0.034 2.571 5.644
N 1.904 2.936 6.827
H 0.397 1.816 5.137
H -0.988 2.808 5.443
H 2.411 3.451 7.522
H 2.361 2.189 6.340
C 1.567 1.769 -0.558
O 0.855 1.320 0.334
N 2.057 3.033 -0.550
N 1.926 1.022 -1.645
H 2.645 3.410 -1.276
H 1.816 3.614 0.231
H 1.581 0.081 -1.690
H 2.506 1.368 -2.386
C 5.430 4.551 -0.825
O 4.383 4.580 -1.459
N 6.157 5.680 -0.574
N 5.954 3.403 -0.320
H 7.015 5.683 -0.057
H 5.799 6.546 -0.932
H 5.445 2.547 -0.481
H 6.814 3.370 0.202
C 9.090 1.630 1.418
O 8.566 2.589 1.963
N 8.409 0.829 0.550
N 10.395 1.287 1.631
H 8.809 0.038 0.082
H 7.445 1.058 0.374
H 10.921 1.859 2.265
H 10.844 0.505 1.195
C 5.999 0.508 -2.642
O 5.695 0.514 -1.457
N 7.212 0.948 -3.088
N 5.150 0.061 -3.609
H 7.481 0.954 -4.053
H 7.858 1.288 -2.399
H 4.252 -0.273 -3.311
H 5.375 0.046 -4.585
C 2.440 -3.748 6.465
O 3.376 -2.968 6.401
N 1.708 -4.105 5.370
N 2.047 -4.326 7.641
H 0.935 -4.742 5.400
H 1.968 -3.696 4.492
H 2.564 -4.085 8.465
H 1.281 -4.968 7.717
C -2.580 0.773 9.127
O -3.316 0.276 9.963
N -2.119 2.054 9.217
N -2.153 0.087 8.021
H -1.512 2.481 8.537
H -2.409 2.592 10.010
H -2.472 -0.857 7.917
H -1.550 0.480 7.322

***

# 5
11
Properties=species:S:1:pos:R:3 method="wB97M-V/def2-TZVPD" homo_energy_ev=-9.28 smiles=O[C@H]1[C@H](S)[C@H]1Cl lumo_energy_ha=0.0287 charge=0
O 1.361 -0.471 1.719
C 0.614 0.454 1.011
C 0.520 0.244 -0.550
S 0.448 1.544 -1.685
C -0.674 0.022 0.276
Cl -1.340 -1.658 0.413
H 0.836 -1.194 2.019
H 0.574 1.477 1.271
H 1.102 -0.632 -0.849
H 0.963 2.562 -0.947
H -1.515 0.719 0.276

***

# 6
69
Properties=species:S:1:pos:R:3 method="wB97M-V/def2-TZVPD" homo_energy_ev=-3.16 lumo_energy_ha=0.0914 charge=-1
C -5.578 -0.463 2.969
N -4.386 -1.119 2.469
C -4.586 -2.474 1.993
C -3.138 -0.583 2.632
C -1.991 -1.409 2.776
C -0.744 -0.842 2.946
C -0.537 0.559 2.843
C 0.802 1.114 2.890
C 1.900 0.439 2.437
C 3.260 0.938 2.699
O 3.517 2.073 3.043
O 4.288 0.057 2.520
C 3.919 -1.350 2.545
C 5.154 -2.134 2.101
C 3.445 -1.759 3.927
O 2.916 -1.575 1.532
C 1.855 -0.699 1.478
O 0.984 -0.881 0.656
C -1.686 1.374 2.726
C -2.953 0.828 2.656
H -5.428 0.616 3.046
H -6.404 -0.671 2.278
H -5.858 -0.845 3.964
H -3.904 -2.703 1.163
H -4.432 -3.224 2.787
H -5.622 -2.546 1.638
H -2.088 -2.497 2.779
H 0.108 -1.484 3.173
H 1.016 1.995 3.471
H 5.432 -1.838 1.086
H 5.988 -1.938 2.778
H 4.929 -3.204 2.112
H 2.542 -1.215 4.231
H 3.242 -2.838 3.928
H 4.251 -1.553 4.642
H -1.553 2.452 2.661
H -3.816 1.483 2.551
C 4.980 4.499 1.888
C 3.680 4.348 1.168
O 2.649 4.463 2.185
C 1.512 3.805 1.911
C 0.412 4.006 2.901
C 0.672 3.994 4.352
O -0.081 4.341 5.261
O 1.890 3.492 4.638
C 2.173 3.468 6.044
C 3.624 3.115 6.133
C -0.717 4.755 2.440
C -1.821 4.987 3.307
C -2.839 5.860 2.956
C -2.815 6.518 1.719
C -1.771 6.255 0.819
C -0.762 5.351 1.142
O 1.352 3.128 0.899
H 5.806 4.512 1.177
H 4.986 5.428 2.463
H 5.104 3.649 2.563
H 3.508 5.150 0.438
H 3.601 3.376 0.671
H 1.979 4.464 6.460
H 1.525 2.719 6.522
H 3.878 2.837 7.158
H 3.891 2.308 5.444
H 4.214 3.998 5.865
H -1.811 4.522 4.288
H -3.646 6.024 3.670
H -3.606 7.224 1.454
H -1.739 6.754 -0.151
H 0.022 5.102 0.423

***

# 7
11
Properties=species:S:1:pos:R:3 method="wB97M-V/def2-TZVPD" homo_energy_ev="-7.11 / -9.66" spin_multiplicity=3 lumo_energy_ha="0.0268 / -0.0956" charge=0
C -0.832 -0.338 -0.026
C 0.291 -1.204 -0.003
C -0.186 1.187 -0.038
N 1.504 -0.331 -0.091
N 1.237 0.847 -0.165
O -2.994 0.883 0.086
S -2.433 -0.489 -0.065
H 0.487 -1.861 0.844
H 0.234 -1.854 -0.937
H -0.483 1.935 -0.908
H -0.466 1.775 0.772

***

# 8
17
Properties=species:S:1:pos:R:3 method="wB97M-V/def2-TZVPD" homo_energy_ev="-9.14 / -7.96" lumo_energy_ha="-0.0597 / -0.0267" charge=0
C -1.495 1.283 -0.924
C 1.592 -1.967 0.689
Si -2.482 0.978 0.703
Si 2.613 -0.506 1.305
Si -0.619 -0.175 -1.799
I -2.352 -1.120 -3.268
I 1.345 0.368 -3.245
H -0.713 1.965 -0.671
H -1.928 1.785 -1.747
H 2.010 -2.231 -0.299
H 1.125 -2.834 1.198
H -1.691 0.215 1.628
H -2.229 2.346 1.451
H -3.743 0.293 0.535
H 3.612 -0.939 2.573
H 1.583 0.495 1.626
H 3.374 0.043 0.245

***

# 9
10
Properties=species:S:1:pos:R:3 method="wB97M-V/def2-TZVPD" homo_energy_ev="-7.51 / -7.51" lumo_energy_ha="0.0033 / 0.0033" charge=0
C -0.418 0.074 -1.130
C -2.044 -1.048 -0.327
C 1.351 0.373 0.566
N 0.038 0.008 0.093
S -1.222 -0.424 1.140
H 0.247 0.128 -1.981
H -2.995 -0.511 -0.426
H 2.112 -0.066 -0.082
H 1.455 1.463 0.564
H 1.478 0.002 1.584